1.
{"formula": "C22H41N2O7", "method": "ωB97M-V/def2-TZVPD", "s_squared": 0.75, "e_tot_ev": -40789.5249, "lumo_energy_ev": [0.46, 0.16], "spin_multiplicity": 2, "relative_energy_kj_mol": 0.0, "elements": ["C", "C", "O", "C", "O", "C", "C", "C", "C", "O", "O", "C", "N", "C", "C", "O", "C", "O", "C", "C", "H", "H", "H", "H", "H", "H", "H", "H", "H", "H", "H", "H", "H", "H", "H", "H", "H", "H", "H", "H", "H", "H", "H", "C", "C", "C", "C", "C", "C", "N", "O", "C", "C", "C", "H", "H", "H", "H", "H", "H", "H", "H", "H", "H", "H", "H", "H", "H", "H", "H", "H", "H"], "xyz": [[6.285, -2.476, 1.850], [7.441, -2.201, 0.856], [7.712, -0.792, 0.831], [7.597, -0.219, -0.402], [8.496, 0.381, -0.843], [6.302, -0.336, -1.169], [5.199, 0.609, -0.637], [3.860, 0.032, -1.086], [2.727, 1.016, -0.824], [2.855, 2.123, -1.151], [1.592, 0.666, -0.172], [1.126, -0.693, -0.427], [1.034, -1.011, -1.832], [-0.265, -0.767, 0.209], [-0.609, -2.108, 0.847], [-0.348, -3.249, 0.024], [0.856, -3.800, 0.187], [1.451, -3.848, 1.199], [1.420, -4.443, -1.071], [2.539, -5.429, -0.723], [5.371, -2.782, 1.352], [6.620, -3.219, 2.568], [6.118, -1.565, 2.414], [7.206, -2.591, -0.129], [8.309, -2.753, 1.205], [6.476, -0.201, -2.227], [5.905, -1.349, -1.060], [5.258, 0.702, 0.445], [5.374, 1.575, -1.093], [3.671, -0.943, -0.644], [3.928, -0.063, -2.169], [1.807, -1.355, 0.109], [1.855, -1.527, -2.116], [0.888, -0.190, -2.406], [-1.000, -0.412, -0.507], [-0.273, -0.038, 1.021], [-1.681, -2.103, 1.024], [-0.147, -2.153, 1.830], [1.755, -3.703, -1.790], [0.625, -5.042, -1.514], [2.340, -5.946, 0.207], [2.614, -6.196, -1.490], [3.501, -4.924, -0.680], [-6.931, 1.712, -0.144], [-5.563, 1.382, 0.524], [-5.460, 1.964, 1.949], [-5.005, 3.420, 2.071], [-3.830, 3.718, 1.144], [-4.126, 3.304, -0.295], [-4.473, 1.856, -0.378], [-3.411, 1.161, -0.169], [-5.264, 4.199, -0.826], [-2.937, 3.628, -1.197], [-5.570, -0.140, 0.683], [-6.818, 2.228, -1.095], [-7.480, 0.805, -0.397], [-7.572, 2.321, 0.496], [-4.743, 1.363, 2.518], [-6.419, 1.843, 2.456], [-5.837, 4.101, 1.873], [-4.706, 3.615, 3.104], [-3.590, 4.782, 1.183], [-2.939, 3.197, 1.510], [-5.502, 3.960, -1.864], [-4.958, 5.245, -0.790], [-6.183, 4.134, -0.248], [-2.023, 3.129, -0.879], [-2.741, 4.700, -1.186], [-3.145, 3.338, -2.229], [-5.559, -0.644, -0.285], [-6.473, -0.443, 1.212], [-4.723, -0.501, 1.265]]}


2.
{"formula": "C22H41N8PtS4", "method": "ωB97M-V/def2-TZVPD", "s_squared": 2.01, "e_tot_ev": -81981.9074, "lumo_energy_ev": [-2.83, -2.85], "spin_multiplicity": 3, "total_charge": 1, "elements": ["Pt", "S", "S", "S", "S", "C", "N", "C", "C", "N", "C", "C", "C", "C", "C", "C", "N", "C", "N", "C", "C", "N", "C", "C", "N", "C", "C", "H", "H", "H", "H", "H", "H", "H", "H", "H", "H", "H", "H", "H", "H", "H", "H", "H", "H", "H", "H", "H", "H", "H", "H", "H", "H", "H", "H", "C", "C", "N", "C", "C", "N", "C", "C", "H", "H", "H", "H", "H", "H", "H", "H", "H", "H", "H", "H", "H"], "xyz": [[-0.111, -0.240, 0.285], [-0.954, 1.838, 1.247], [-2.380, 0.989, 2.423], [-1.237, -0.234, 3.578], [-0.452, -1.519, 2.123], [-3.049, -0.191, -1.216], [-2.602, 1.140, -1.616], [-3.543, 2.230, -1.368], [-1.322, 1.402, -1.948], [-0.347, 0.538, -1.707], [0.871, 0.714, -2.403], [0.924, 0.897, -3.782], [2.115, 1.220, -4.416], [3.267, 1.388, -3.657], [3.236, 1.146, -2.293], [2.066, 0.724, -1.662], [1.977, 0.423, -0.289], [3.007, -0.011, 0.413], [3.081, 0.280, 1.737], [3.447, -0.746, 2.710], [2.269, 1.348, 2.306], [4.061, -0.732, -0.078], [3.995, -1.574, -1.248], [5.413, -0.562, 0.434], [-1.071, 2.631, -2.501], [-1.863, 3.167, -3.585], [0.088, 3.404, -2.098], [-3.365, -0.785, -2.076], [-3.889, -0.078, -0.535], [-2.248, -0.689, -0.658], [-4.126, 1.980, -0.484], [-4.224, 2.381, -2.208], [-3.003, 3.150, -1.169], [0.005, 0.827, -4.353], [2.135, 1.372, -5.486], [4.189, 1.707, -4.125], [4.132, 1.276, -1.698], [3.936, -1.583, 2.219], [2.545, -1.104, 3.211], [4.129, -0.330, 3.453], [2.142, 2.147, 1.582], [2.801, 1.732, 3.178], [1.284, 0.996, 2.612], [2.981, -1.641, -1.619], [4.363, -2.573, -0.995], [4.615, -1.175, -2.056], [5.431, 0.207, 1.199], [6.071, -0.264, -0.387], [5.796, -1.495, 0.855], [-2.640, 2.459, -3.866], [-1.221, 3.341, -4.455], [-2.338, 4.115, -3.316], [0.544, 2.957, -1.217], [-0.238, 4.413, -1.831], [0.836, 3.471, -2.894], [-1.440, -5.410, -0.897], [-1.568, -3.952, -0.396], [-0.801, -3.061, -1.251], [0.606, -3.405, -1.214], [0.821, -4.854, -1.715], [-0.532, -5.387, -2.099], [-1.130, -4.540, -3.191], [-1.290, -3.109, -2.616], [-2.383, -5.844, -1.226], [-0.980, -6.076, -0.168], [-1.210, -3.851, 0.628], [-2.610, -3.633, -0.404], [0.972, -3.288, -0.194], [1.137, -2.699, -1.847], [1.219, -5.522, -0.953], [1.448, -4.915, -2.604], [-0.424, -6.338, -2.445], [-2.077, -5.003, -3.463], [-0.452, -4.595, -4.041], [-2.338, -2.817, -2.627], [-0.731, -2.387, -3.212]]}